ORCA calculation (wB97M-V/def2-TZVPD) on an isolated ion of composition C9H13BrN3 and charge +1.

Atoms and positions in Å:
C1 1.73 0.89 -0.86
C2 1.61 0.38 -2.09
C3 1.00 0.37 0.27
C4 0.83 -0.80 -2.28
C5 0.37 -0.97 0.01
C6 -1.31 1.39 -0.17
C7 -0.10 2.33 1.60
C8 0.19 -1.77 1.17
C9 -2.04 0.28 -0.25
N1 0.24 -1.45 -1.30
N2 -0.03 1.48 0.39
N3 -0.40 -2.97 1.27
Br1 -3.71 0.51 -1.25
H1 2.41 1.68 -0.76
H2 2.23 0.89 -2.84
H3 1.39 0.36 1.29
H4 0.59 -1.29 -3.19
H5 -1.82 2.36 -0.21
H6 -0.97 2.91 1.77
H7 0.67 3.04 1.73
H8 0.05 1.73 2.53
H9 0.34 -1.33 2.16
H10 -1.80 -0.77 -0.04
H11 -0.28 -2.31 -1.46
H12 -0.46 -3.58 0.43
H13 -0.73 -3.37 2.09

The value obtained for the LUMO energy is -0.179 Eh. Its total energy is -3088.663808 hartree. As for the net charge: +1. Its relative energy (zero: lowest compared OMol25 entry of this formula, charge and spin) is 45.2 kcal per mole. The frontier orbital gap comes out at 6.56 eV. The calculation puts the molar mass at 243.128 g/mol.

In the Löwdin picture, each atom carries the following charge in e: atom 1 (C): 0.02, atom 2 (C): -0.01, atom 3 (C): -0.21, atom 4 (C): 0.02, atom 5 (C): -0.22, atom 6 (C): -0.24, atom 7 (C): -0.04, atom 8 (C): -0.08, atom 9 (C): -0.51, atom 10 (N): 0.13, atom 11 (N): -0.12, atom 12 (N): 0.13, atom 13 (Br): 0.63, atom 14 (H): 0.12, atom 15 (H): 0.14, atom 16 (H): 0.15, atom 17 (H): 0.14, atom 18 (H): 0.11, atom 19 (H): 0.08, atom 20 (H): 0.07, atom 21 (H): 0.10, atom 22 (H): 0.15, atom 23 (H): 0.03, atom 24 (H): 0.17, atom 25 (H): 0.13, atom 26 (H): 0.10